Formula: C5H8NO
Source: the OMol25 dataset
Level of theory: ωB97M-V/def2-TZVPD

Results
Largest force on an atom ... 0.1043 hartree/bohr
Kohn-Sham gap ... 10.314 eV
Structure (SMILES) ... C=[N+]=C(C)[C@@H]1CO1
Charge ... +1

Last column: natural (NBO) charge in e.
CARTESIAN COORDINATES (ANGSTROEM)
C  1.3989  0.1365  0.6509  0.029
C  2.1659  -0.3948  -0.5960  -0.069
C  -1.5400  -2.0392  0.1412  0.112
C  -0.1758  0.0381  0.3026  0.412
C  -0.6994  1.4108  0.2229  -0.680
N  -0.9722  -0.9429  0.2137  -0.274
O  1.9537  -1.1057  0.5913  -0.447
H  1.5559  -0.8055  -1.3703  0.205
H  3.1387  0.0378  -0.5870  0.228
H  -2.1182  -2.4118  0.9220  0.230
H  -1.6556  -2.4472  -0.8396  0.226
H  1.8048  0.9993  1.1345  0.250
H  -1.6483  1.5057  -0.1323  0.247
H  -0.1320  2.0958  -0.4175  0.267
H  -0.7432  1.7647  1.1844  0.264